Record 1
# C23H33N6OS

An isolated ion of composition C23H33N6OS and charge +1 in a non-equilibrium geometry (ωB97M-V/def2-TZVPD, the OMol25 dataset).

Last column: Löwdin charge in e.
Element x y z (Å)
C: -0.858818 -4.498440 -3.314761  -0.049
H: -1.260935 -5.512635 -3.340224  0.106
H: -1.332849 -3.891786 -4.090402  0.103
H: 0.215517 -4.533200 -3.487469  0.100
O: -1.021663 -3.915201 -2.034180  -0.126
C: -2.288702 -3.846488 -1.496982  -0.217
C: -3.449666 -4.165462 -2.185171  -0.003
C: -4.680113 -4.038804 -1.560895  -0.055
C: -4.765095 -3.589124 -0.256336  -0.065
C: -3.607713 -3.269565 0.432849  -0.022
C: -2.365754 -3.398374 -0.168719  -0.156
C: -1.100666 -3.108201 0.593196  -0.051
N: -0.238544 -2.144119 -0.136643  -0.094
C: 1.101166 -2.005841 0.474548  -0.092
C: 1.952565 -1.058681 -0.380710  -0.131
N: 1.360936 0.244683 -0.556411  -0.114
C: 1.605257 1.322739 0.392432  -0.224
C: 0.781224 1.249353 1.639268  -0.240
N: 0.565103 0.178238 2.375406  0.057
N: -0.235049 0.548225 3.369701  -0.016
N: -0.519615 1.773941 3.288184  0.061
N: 0.096859 2.271108 2.213373  -0.049
C: -0.117992 3.631652 1.786021  -0.120
C: -0.903968 3.653252 0.513223  -0.524
C: -2.129673 3.102245 0.288386  -0.131
C: -2.572575 3.279638 -1.041440  -0.181
C: -1.677857 3.957706 -1.803947  -0.395
S: -0.271699 4.394497 -0.922467  1.054
H: -1.757403 4.240839 -2.834174  0.068
H: -3.520139 2.927865 -1.406074  0.107
H: -2.702707 2.602015 1.049170  0.118
H: 0.839111 4.141617 1.656201  0.112
H: -0.673493 4.112497 2.597349  0.142
C: 3.094665 1.414592 0.763772  -0.120
H: 3.330485 0.623308 1.478366  0.120
H: 3.677292 1.257005 -0.144858  0.136
C: 3.502535 2.757834 1.385450  -0.424
C: 4.895299 2.622403 1.999416  -0.067
H: 5.619414 2.342190 1.238255  0.087
H: 5.208057 3.566428 2.436884  0.083
H: 4.904263 1.866289 2.780914  0.082
C: 3.505692 3.884737 0.354963  -0.063
H: 4.235398 3.674350 -0.423028  0.091
H: 2.535734 4.017969 -0.119697  0.032
H: 3.779682 4.823485 0.829458  0.088
H: 2.803817 3.002727 2.193901  0.126
H: 1.324442 2.237842 -0.140973  0.110
C: 0.022478 0.125506 -1.077531  -0.115
C: -0.878676 -0.817608 -0.261022  -0.073
H: -1.847950 -0.932395 -0.749386  0.143
H: -1.035180 -0.433620 0.747383  0.121
H: -0.446452 1.109122 -1.127497  0.119
H: 0.095474 -0.262196 -2.101885  0.136
H: 2.937118 -0.965270 0.069658  0.122
H: 2.081764 -1.491749 -1.381352  0.135
H: 1.571413 -2.987435 0.534790  0.141
H: 0.979911 -1.579651 1.477424  0.102
H: -0.136225 -2.545602 -1.085577  0.159
H: -1.325124 -2.700528 1.580671  0.148
H: -0.528830 -4.032705 0.716694  0.151
H: -3.664813 -2.929139 1.455443  0.121
H: -5.724111 -3.491524 0.225336  0.111
H: -5.574677 -4.295643 -2.105504  0.115
H: -3.407948 -4.516912 -3.202768  0.111

Force components x, y, z for each atom (eV/Å):
C 0.11 -0.12 -0.37
H -0.01 0.03 0.04
H 0.00 -0.03 0.05
H -0.09 -0.02 -0.04
O -0.24 0.08 0.45
C -0.18 0.07 0.18
C 0.31 -0.03 -0.17
C 0.00 0.05 0.15
C -0.10 -0.03 -0.02
C 0.13 -0.03 -0.13
C 0.19 -0.01 -0.15
C -0.43 -0.54 0.13
N 0.03 -0.20 -0.30
C 0.88 0.10 0.23
C -0.09 -0.11 0.19
N -0.01 0.11 -0.08
C 0.43 0.03 -0.25
C -0.49 0.45 0.42
N 0.67 0.22 -0.54
N -0.29 -0.64 0.68
N -0.70 1.19 0.47
N 0.78 -1.29 -0.20
C -0.19 0.47 -0.08
C 0.11 0.26 -0.42
C 0.25 0.11 0.13
C -0.02 0.00 -0.16
C 0.34 0.10 0.01
S -0.55 -0.27 0.34
H -0.08 0.05 -0.24
H -0.18 -0.03 -0.11
H -0.09 -0.10 0.20
H -0.06 -0.06 0.14
H 0.19 -0.04 -0.11
C -0.22 0.26 0.13
H 0.04 -0.08 -0.04
H 0.07 -0.06 -0.05
C 0.18 -0.14 -0.13
C -0.30 0.05 0.06
H 0.12 -0.04 -0.10
H 0.10 0.09 0.05
H 0.05 -0.08 0.08
C -0.13 -0.14 0.25
H 0.09 -0.01 -0.14
H -0.08 0.06 -0.11
H 0.02 0.14 0.00
H -0.02 0.00 0.01
H 0.03 -0.09 0.11
C -0.14 -0.14 0.07
C -0.28 0.89 -0.27
H 0.08 -0.12 0.02
H -0.02 -0.15 -0.09
H -0.08 0.01 -0.02
H -0.10 0.03 -0.03
H 0.02 -0.11 -0.03
H 0.08 -0.06 0.04
H -0.14 -0.08 -0.09
H -0.06 -0.31 -0.30
H -0.02 0.09 0.21
H 0.12 0.05 -0.09
H 0.11 0.17 0.00
H 0.00 0.06 0.14
H -0.11 0.01 0.05
H -0.09 -0.02 -0.06
H 0.03 -0.03 -0.12

Output
SMILES string ... COc1ccccc1C[NH+]1CCN([C@H](CC(C)C)c2nnnn2Cc2cccs2)CC1
Molar mass ... 441.62 g mol⁻¹
2S+1 ... 1
Energy above the lowest of the compared OMol25 structures with the same formula, charge and spin ... 0.000 eV
Kohn-Sham gap ... 9.751 eV
F_max ... 0.030 Eh/bohr
Electronic energy ... -1697.935355 a.u.
LUMO energy ... -2.0 eV
Charge ... +1


Record 2
# C23H33N7O2Ti

C23H33N7O2Ti as an isolated structure in a non-equilibrium geometry (ωB97M-V/def2-TZVPD, the OMol25 dataset).

Last column: Löwdin charge in e.
Element x y z (Å)
Ti: 0.093436 -0.073042 0.444322  0.971
C: -0.667010 1.466535 2.909050  -0.054
N: 0.175698 1.692258 1.711783  -0.266
C: -0.290052 2.905560 1.017833  -0.063
C: 1.562655 1.805046 2.163678  -0.191
C: 2.021755 2.914259 2.853728  -0.033
C: 3.302469 2.935554 3.384011  -0.093
C: 4.102953 1.809215 3.262866  -0.086
C: 3.655610 0.700047 2.568608  -0.030
C: 2.394154 0.687499 1.954558  -0.210
N: 1.876678 -0.350027 1.196089  -0.055
C: 2.626434 -1.038020 0.258319  -0.237
C: 3.975318 -0.832776 -0.064804  -0.016
C: 4.603368 -1.588224 -1.040993  -0.089
C: 3.915757 -2.566508 -1.738984  -0.099
C: 2.563475 -2.745322 -1.482058  -0.033
C: 1.921185 -1.972878 -0.533877  -0.220
N: 0.497909 -2.100102 -0.244474  -0.274
C: 0.330454 -3.141686 0.789080  -0.052
C: -0.321233 -2.433872 -1.415519  -0.059
H: -0.560788 2.298913 3.613380  0.096
H: -0.364082 0.547598 3.407214  0.093
H: -1.710937 1.387911 2.610340  0.091
H: -0.378050 3.752925 1.704535  0.087
H: -1.268727 2.710781 0.581610  0.090
H: 0.411532 3.155430 0.225828  0.092
H: 1.385358 3.779311 2.994358  0.109
H: 3.660714 3.814052 3.903778  0.098
H: 5.084208 1.799196 3.720908  0.103
H: 4.274028 -0.184729 2.512714  0.111
H: 4.528043 -0.042570 0.418446  0.097
H: 5.646483 -1.399845 -1.262981  0.102
H: 4.414694 -3.168592 -2.486527  0.096
H: 2.009887 -3.481168 -2.051696  0.107
H: 0.784478 -4.080188 0.454785  0.101
H: -0.726515 -3.310703 0.980439  0.082
H: 0.806733 -2.820971 1.713295  0.094
H: -0.149199 -3.459570 -1.758013  0.090
H: -0.096897 -1.742646 -2.226616  0.095
H: -1.372536 -2.335286 -1.143527  0.086
C: -4.049763 -1.368874 1.333486  -0.028
C: -2.785548 -0.765374 0.794697  -0.327
N: -1.589213 -0.887254 1.405243  -0.143
O: -1.544517 -1.559189 2.638591  -0.061
C: -2.732878 -0.040188 -0.399470  -0.304
C: -3.905441 0.191844 -1.315671  -0.027
N: -1.492804 0.411792 -0.659834  -0.114
O: -1.287263 1.100240 -1.854435  -0.062
H: -4.310878 -0.956071 2.313564  0.086
H: -3.962785 -2.456392 1.433085  0.086
H: -4.879004 -1.167204 0.661802  0.072
H: -2.431402 -1.879533 2.844373  0.070
H: -4.728013 0.692966 -0.803247  0.078
H: -4.280968 -0.747498 -1.727496  0.082
H: -3.584900 0.818800 -2.143503  0.068
C: 0.326843 1.049744 -4.303955  -0.074
N: 0.464804 1.936598 -3.152385  -0.181
C: -0.227534 3.210621 -3.308429  -0.077
C: 0.155898 1.275259 -1.948761  -0.474
N: 0.887322 0.843973 -1.050403  0.091
H: -0.705970 0.713127 -4.465850  0.086
H: 0.967087 0.180758 -4.147323  0.087
H: 0.663116 1.575733 -5.197112  0.083
H: 0.147386 3.700768 -4.206682  0.084
H: 0.004499 3.842485 -2.450491  0.084
H: -1.316462 3.106679 -3.391158  0.084

Force components x, y, z for each atom (eV/Å):
Ti -1.82 -0.56 0.84
C -0.12 0.13 0.16
N 0.31 0.43 0.59
C -0.05 0.13 -0.10
C 0.29 -0.13 0.10
C -0.01 0.05 0.04
C 0.02 0.00 0.00
C -0.01 0.09 0.04
C -0.11 -0.10 -0.04
C 0.20 0.35 0.20
N 0.94 -0.26 0.57
C 0.39 -0.36 -0.20
C -0.12 0.05 0.08
C -0.02 -0.04 -0.06
C 0.07 0.00 -0.02
C -0.08 0.05 -0.06
C 0.39 -0.10 0.17
N 0.52 -0.50 -0.12
C -0.10 -0.16 0.12
C -0.08 -0.01 -0.11
H 0.06 0.01 -0.06
H -0.04 -0.02 -0.03
H 0.03 -0.06 -0.05
H 0.03 -0.04 0.03
H 0.01 -0.04 0.00
H 0.01 -0.02 0.00
H -0.06 -0.04 -0.04
H -0.01 -0.01 0.02
H 0.01 -0.04 -0.03
H 0.01 0.01 -0.03
H 0.01 -0.03 0.04
H 0.00 0.01 0.01
H -0.02 0.01 -0.01
H -0.04 0.02 0.02
H 0.03 0.05 -0.06
H -0.02 0.11 0.01
H 0.01 0.01 -0.01
H 0.04 0.01 0.03
H 0.00 0.01 0.01
H 0.02 0.03 0.03
C 0.26 0.02 0.07
C -0.51 0.35 -0.80
N 0.49 0.23 -0.34
O -0.02 -0.03 0.17
C -0.80 -0.26 0.31
C 0.21 0.00 0.07
N 0.36 -0.07 -0.04
O 0.51 0.16 -0.25
H -0.05 -0.03 0.01
H -0.06 -0.01 0.02
H -0.01 -0.01 0.00
H -0.08 0.03 -0.04
H -0.02 0.00 -0.02
H -0.04 0.02 -0.03
H -0.08 0.01 -0.04
C 0.04 0.02 0.09
N -0.01 0.07 -0.09
C -0.02 -0.11 0.01
C -1.37 -0.11 -0.02
N 0.49 0.64 -1.10
H -0.01 0.02 0.01
H -0.02 -0.01 -0.07
H 0.05 -0.01 0.01
H 0.03 0.01 0.01
H -0.05 0.03 -0.02
H 0.01 0.01 -0.02

Output
Molar mass ... 487.43 g mol⁻¹
2S+1 ... 1
Energy above the lowest of the compared OMol25 structures with the same formula, charge and spin ... 1.536 eV
Kohn-Sham gap (spin up / spin down) ... 6.515 / 6.683 eV
F_max ... 0.040 Eh/bohr
Electronic energy ... -2279.405868 a.u.
LUMO energy (spin up / spin down) ... 0.5 / 0.5 eV
Charge ... 0


Record 3
# C23H33N7OS4Tb

C23H33N7OS4Tb as an isolated structure (ωB97M-V/def2-TZVPD, the OMol25 dataset).

Last column: Löwdin spin population.
Element x y z (Å)
Tb: 0.019198 -0.178351 -0.417551  6.055
C: 2.164236 -0.461788 2.489842  0.000
C: 0.779468 -0.431973 3.132272  0.000
N: -0.280833 0.038634 2.206373  -0.006
C: -1.626475 -0.336642 2.667737  -0.001
C: -2.076115 -1.599423 1.967366  0.000
N: -2.134781 -1.348253 0.514832  -0.001
C: -2.749432 -2.479781 -0.216828  0.000
C: -1.762840 -3.607542 -0.510022  0.000
C: -1.023019 -3.417482 -1.829473  0.000
N: 0.027564 -2.369870 -1.823744  -0.005
C: 1.400193 -2.924281 -1.746075  0.001
C: 1.909514 -3.012852 -0.323838  0.000
N: 1.969485 -1.668265 0.291595  0.002
C: 2.427364 -1.743701 1.699484  0.000
H: 2.282184 0.409929 1.838554  0.000
H: 2.917857 -0.360356 3.270785  0.000
H: 0.512945 -1.440097 3.459082  0.000
H: 0.795627 0.192397 4.028297  0.000
H: -0.217139 1.047713 2.174115  0.000
H: -1.654620 -0.472676 3.750965  0.000
H: -2.319048 0.469499 2.421515  0.000
H: -1.371575 -2.409951 2.163828  0.000
H: -3.053778 -1.911624 2.344320  0.000
H: -2.755046 -0.552406 0.393767  0.001
H: -3.602695 -2.861509 0.349133  0.000
H: -3.139941 -2.088783 -1.158231  0.000
H: -1.049781 -3.708100 0.315549  0.000
H: -2.311289 -4.550486 -0.563165  0.000
H: -0.584643 -4.368739 -2.142119  0.000
H: -1.759154 -3.147351 -2.589418  0.000
H: 0.001052 -1.922596 -2.741735  0.000
H: 1.443381 -3.915497 -2.203449  0.000
H: 2.051527 -2.265747 -2.317376  0.000
H: 1.244375 -3.626861 0.286095  0.000
H: 2.891570 -3.491003 -0.318544  0.000
H: 2.674913 -1.148528 -0.226886  0.000
H: 1.885104 -2.569616 2.163744  0.000
H: 3.485880 -2.007299 1.735747  0.000
O: 0.537805 1.844894 0.292197  -0.001
N: 0.033222 2.995240 -0.158994  -0.001
C: 0.721146 4.127390 0.111556  0.000
C: 0.255843 5.344175 -0.293181  -0.001
C: -0.947685 5.398841 -0.999256  0.000
C: -1.632371 4.236898 -1.262048  -0.001
C: -1.145965 2.994797 -0.833996  -0.002
S: -1.996659 1.521108 -1.120499  -0.023
H: 1.642845 3.975614 0.650112  0.000
H: 0.828541 6.233106 -0.072157  0.000
H: -1.338299 6.350159 -1.340536  0.000
H: -2.563810 4.240019 -1.808850  0.000
S: -2.294500 1.430859 -6.467017  0.000
C: -1.085037 0.838899 -5.531649  0.000
S: -0.191517 1.823855 -4.400467  0.000
C: 0.590392 0.417495 -3.732211  0.001
N: 0.262812 -0.673890 -4.334220  -0.003
N: -0.621665 -0.443039 -5.374287  -0.001
C: -0.927683 -1.578387 -6.196429  0.000
C: -0.961987 -2.841114 -5.615676  0.000
C: -1.223414 -3.959515 -6.392922  0.000
C: -1.447963 -3.825171 -7.755410  0.000
C: -1.384006 -2.565498 -8.332786  0.000
C: -1.120156 -1.441691 -7.564199  0.000
S: 1.725655 0.545223 -2.421685  -0.014
H: -0.750292 -2.952503 -4.559925  0.000
H: -1.247892 -4.937805 -5.928250  0.000
H: -1.657726 -4.696549 -8.363558  0.000
H: -1.530835 -2.450665 -9.399674  0.000
H: -1.062133 -0.471790 -8.031828  0.000

Force components x, y, z for each atom (eV/Å):
Tb -0.63 -0.35 0.31
C -0.14 -0.10 -0.11
C -0.07 -0.01 -0.08
N 0.37 -0.27 0.12
C 0.00 -0.02 -0.07
C 0.06 0.06 -0.09
N -0.07 -0.23 -0.08
C 0.12 0.00 0.04
C 0.06 0.13 -0.02
C -0.03 0.01 0.10
N 0.11 -0.15 -0.11
C -0.03 -0.03 0.13
C -0.09 0.11 0.02
N 0.14 -0.23 0.26
C -0.05 0.04 -0.06
H 0.09 0.08 0.02
H -0.01 -0.06 0.01
H 0.00 0.01 0.01
H -0.06 0.05 0.03
H 0.04 0.15 -0.11
H -0.01 0.02 0.04
H -0.02 0.07 0.00
H 0.02 -0.05 -0.01
H -0.04 -0.04 0.03
H -0.05 0.12 -0.02
H -0.03 0.00 0.05
H -0.04 0.00 -0.01
H -0.07 -0.06 -0.02
H 0.02 0.03 -0.01
H 0.02 -0.01 -0.01
H -0.01 -0.01 -0.02
H -0.04 0.09 -0.12
H 0.00 -0.02 -0.04
H 0.04 0.04 -0.08
H -0.01 -0.02 0.03
H 0.07 -0.05 0.03
H 0.08 0.07 -0.08
H 0.02 -0.03 0.04
H 0.07 0.00 -0.04
O -0.01 0.65 0.29
N 0.04 0.01 -0.07
C 0.07 -0.09 -0.03
C -0.03 0.07 -0.06
C -0.05 0.03 -0.03
C 0.00 0.05 -0.02
C 0.10 -0.01 -0.01
S -0.08 0.00 -0.01
H 0.01 -0.05 0.00
H -0.02 -0.03 0.01
H 0.02 -0.08 0.02
H 0.00 0.01 -0.01
S 0.06 -0.06 -0.13
C 0.08 -0.30 0.27
S 0.09 0.08 0.09
C -0.11 0.21 -0.27
N -0.07 -0.12 -0.12
N 0.03 0.01 -0.03
C 0.01 -0.01 0.06
C 0.01 -0.01 0.10
C 0.00 0.05 0.03
C 0.01 0.00 0.01
C -0.01 -0.04 -0.03
C -0.01 0.06 0.00
S 0.08 0.08 -0.09
H -0.06 0.01 -0.12
H 0.00 0.03 -0.02
H 0.02 0.05 0.03
H 0.00 0.00 0.05
H -0.02 0.05 0.03

Output
Molar mass ... 710.76 g mol⁻¹
2S+1 ... 7
Energy above the lowest of the compared OMol25 structures with the same formula, charge and spin ... 2.236 eV
Kohn-Sham gap (spin up / spin down) ... 6.700 / 7.435 eV
F_max ... 0.015 Eh/bohr
Electronic energy ... -3771.805543 a.u.
LUMO energy (spin up / spin down) ... -3.1 / -2.3 eV
Charge ... +1